Run P
{"formula": "C4H9NO2", "method": "ωB97M-V with the def2-TZVPD basis set", "species": ["O", "O", "N", "C", "C", "C", "C", "H", "H", "H", "H", "H", "H", "H", "H", "H"], "xyz": [[-0.477, -1.832, 1.757], [1.210, -0.748, -1.623], [1.209, 0.204, 0.490], [-0.783, 1.078, -0.814], [-0.266, 0.333, 0.488], [-0.910, -1.057, 0.658], [1.642, 0.037, -0.809], [-0.672, 2.154, -0.661], [-0.356, 0.908, -1.824], [-0.522, 0.938, 1.370], [0.434, -2.101, 1.580], [2.322, 0.846, -1.095], [-0.728, -1.595, -0.270], [-1.825, 0.812, -0.984], [1.715, 0.949, 0.968], [-1.991, -0.924, 0.768]], "smiles": "C[C@@H](CO)NC=O", "homo_lumo_gap_ev": 10.77, "e_homo_ev": -10.00, "mol_weight_g_mol": 103.1, "multiplicity": 1}

***

Run Q
{"formula": "C4H9NO2", "method": "ωB97M-V with the def2-TZVPD basis set", "species": ["O", "O", "N", "C", "C", "C", "C", "H", "H", "H", "H", "H", "H", "H", "H", "H"], "xyz": [[-0.675, 1.105, -0.948], [2.530, -1.414, 0.567], [2.290, 0.815, -0.429], [0.390, -0.808, 0.095], [-0.787, 0.199, 0.211], [1.997, -0.485, 0.071], [-2.270, -0.359, 0.198], [1.490, 1.454, -0.513], [-0.325, 1.995, -0.712], [-2.249, -1.028, 1.065], [-2.963, 0.449, 0.284], [-0.678, 0.852, 1.168], [3.189, 1.129, -0.551], [0.285, -1.451, 0.992], [-2.526, -1.107, -0.605], [0.302, -1.347, -0.891]], "smiles": "C[C@H](O)CC(N)=O", "homo_lumo_gap_ev": 10.11, "e_homo_ev": -9.55, "mol_weight_g_mol": 103.1, "multiplicity": 1}

***

Verdict on stability: run Q comes out at the bottom.

***

Run P
{"formula": "C4H9NO2", "method": "ωB97M-V with the def2-TZVPD basis set", "species": ["O", "O", "N", "C", "C", "C", "C", "H", "H", "H", "H", "H", "H", "H", "H", "H"], "xyz": [[-0.587, -0.879, -2.288], [1.648, -0.157, -0.872], [-1.371, -1.891, -0.421], [-0.876, -0.825, -1.098], [-0.669, 0.439, -0.292], [0.822, 0.880, -0.385], [1.350, 1.254, 0.987], [-0.971, 0.306, 0.754], [-1.444, -1.894, 0.584], [0.899, 1.755, -1.047], [1.276, -0.422, -1.730], [1.236, 0.398, 1.661], [2.413, 1.508, 0.935], [0.796, 2.105, 1.397], [-1.317, 1.208, -0.724], [-1.410, -2.776, -0.903]], "smiles": "C[C@@H](O)CC(N)=O", "homo_lumo_gap_ev": 10.98, "e_homo_ev": -10.13, "mol_weight_g_mol": 103.1, "multiplicity": 1}

***

Run Q
{"formula": "C4H9NO2", "method": "ωB97M-V with the def2-TZVPD basis set", "species": ["O", "O", "N", "C", "C", "C", "C", "H", "H", "H", "H", "H", "H", "H", "H", "H"], "xyz": [[-0.376, -2.053, 0.784], [2.201, -0.771, 1.098], [0.998, 0.337, -0.498], [-0.259, 0.337, 0.257], [-1.128, 1.513, -0.173], [-0.946, -1.010, 0.038], [2.108, -0.281, -0.018], [-2.028, 1.560, 0.450], [0.872, 0.302, -1.503], [-0.585, 2.458, -0.081], [-1.451, 1.405, -1.216], [2.953, -0.279, -0.727], [0.003, 0.442, 1.316], [-2.016, -0.953, 0.274], [-0.869, -1.213, -1.048], [0.523, -1.793, 1.046]], "smiles": "C[C@@H](CO)NC=O", "homo_lumo_gap_ev": 10.82, "e_homo_ev": -10.02, "mol_weight_g_mol": 103.1, "multiplicity": 1}

***

Run R
{"formula": "C4H9NO2", "method": "ωB97M-V with the def2-TZVPD basis set", "species": ["O", "O", "N", "C", "C", "C", "C", "H", "H", "H", "H", "H", "H", "H", "H", "H"], "xyz": [[1.183, -1.732, 0.450], [1.284, 0.860, 0.385], [-1.032, -0.490, 0.176], [2.068, 0.628, -0.506], [-0.805, -0.731, 1.611], [0.258, -1.004, 0.694], [-1.648, 0.826, -0.122], [2.432, -0.386, -0.737], [-1.916, 0.959, -1.179], [0.516, -0.259, -1.992], [-0.041, -0.475, -1.539], [2.426, 1.452, -1.127], [-2.591, 0.899, 0.443], [-1.027, 1.678, 0.185], [-0.752, 0.175, 2.205], [-1.295, -1.601, 2.032]], "smiles": "CN1CC1=O.[H][H].C=O", "homo_lumo_gap_ev": 9.42, "e_homo_ev": -8.89, "mol_weight_g_mol": 103.1, "multiplicity": 1}

***

Run S
{"formula": "C4H9NO2", "method": "ωB97M-V with the def2-TZVPD basis set", "species": ["O", "O", "N", "C", "C", "C", "C", "H", "H", "H", "H", "H", "H", "H", "H", "H"], "xyz": [[-2.366, -0.978, 0.854], [-0.289, -1.114, -0.066], [-1.727, -2.768, -0.421], [1.032, 0.834, -0.440], [-1.540, -1.557, 0.183], [0.069, 0.147, 0.510], [1.522, 2.169, 0.114], [2.065, 2.033, 1.057], [-1.081, -3.053, -1.139], [2.199, 2.659, -0.592], [0.538, -0.035, 1.485], [1.881, 0.167, -0.631], [0.686, 2.851, 0.305], [0.526, 0.986, -1.401], [-2.680, -3.084, -0.489], [-0.835, 0.741, 0.673]], "smiles": "CCCOC(N)=O", "homo_lumo_gap_ev": 11.35, "e_homo_ev": -10.41, "mol_weight_g_mol": 103.1, "multiplicity": 1}

***

Verdict on stability: run R comes out at the bottom.

***

Run P
{"formula": "C4H9NO2", "method": "ωB97M-V with the def2-TZVPD basis set", "species": ["O", "O", "N", "C", "C", "C", "C", "H", "H", "H", "H", "H", "H", "H", "H", "H"], "xyz": [[-0.389, 1.392, 0.460], [-1.721, -1.130, 0.235], [1.282, 0.349, 1.729], [0.620, -1.153, -0.610], [-0.070, 0.483, 1.326], [-0.643, -0.640, 0.049], [-1.013, 0.710, -1.643], [-1.889, 1.260, -1.333], [1.404, 0.148, 2.711], [-0.185, 1.311, -1.992], [1.319, -0.358, -0.834], [-0.788, 0.222, 2.113], [1.085, -1.834, 0.106], [1.864, 1.116, 1.420], [-1.223, -0.186, -2.218], [0.347, -1.689, -1.518]], "homo_lumo_gap_ev": [7.76, 7.15], "e_homo_ev": [-8.19, -7.74], "mol_weight_g_mol": 103.1, "multiplicity": 1}

***

Run Q
{"formula": "C4H9NO2", "method": "ωB97M-V with the def2-TZVPD basis set", "species": ["O", "O", "N", "C", "C", "C", "C", "H", "H", "H", "H", "H", "H", "H", "H", "H"], "xyz": [[1.406, -1.087, -0.939], [1.129, 0.239, 0.878], [3.147, 0.061, -0.174], [-2.473, 0.039, -0.281], [-0.241, -0.208, 0.840], [1.847, -0.306, -0.116], [-1.045, 0.567, -0.192], [-3.069, 0.614, -0.998], [-1.040, 1.631, 0.074], [-2.478, -1.011, -0.594], [3.650, 0.658, 0.464], [-0.621, -0.053, 1.853], [-0.242, -1.277, 0.603], [-2.979, 0.101, 0.690], [3.559, -0.435, -0.945], [-0.551, 0.467, -1.164]], "smiles": "CCCOC(N)=O", "homo_lumo_gap_ev": 11.23, "e_homo_ev": -10.27, "mol_weight_g_mol": 103.1, "multiplicity": 1}

***

Verdict on stability: run P comes out at the bottom.

***

Run P
{"formula": "CCl4OS", "method": "ωB97M-V with the def2-TZVPD basis set", "species": ["Cl", "Cl", "Cl", "Cl", "S", "O", "C"], "xyz": [[-3.660, -0.834, -0.696], [1.075, -1.960, 1.095], [-5.652, 1.354, 0.447], [3.220, -0.257, 0.136], [-3.752, 0.607, 0.739], [0.817, -0.179, -0.701], [1.526, -0.620, 0.068]], "smiles": "O=C(Cl)Cl.ClSCl", "homo_lumo_gap_ev": 8.92, "e_homo_ev": -9.46, "mol_weight_g_mol": 201.9, "multiplicity": 1}

***

Run Q
{"formula": "CCl4OS", "method": "ωB97M-V with the def2-TZVPD basis set", "species": ["Cl", "Cl", "Cl", "Cl", "S", "O", "C"], "xyz": [[0.638, -0.321, 2.225], [-2.765, 0.846, -1.663], [2.294, -0.331, -0.266], [-0.073, -2.029, -0.022], [-1.098, 1.881, -1.452], [-0.222, 0.468, 0.001], [0.580, -0.458, 0.343]], "homo_lumo_gap_ev": [6.98, 6.56], "e_homo_ev": [-10.51, -10.38], "mol_weight_g_mol": 201.9, "multiplicity": 1}

***

Verdict on stability: run Q comes out at the bottom.

***

Run P
{"formula": "C5H11N3", "method": "ωB97M-V with the def2-TZVPD basis set", "species": ["N", "N", "N", "C", "C", "C", "C", "C", "H", "H", "H", "H", "H", "H", "H", "H", "H", "H", "H"], "xyz": [[0.042, -0.575, -0.723], [1.434, -0.072, 0.901], [0.039, 0.819, -0.705], [1.304, -1.038, -0.065], [-1.235, 1.313, -0.049], [-1.657, -1.077, 0.269], [1.394, 1.101, 0.096], [-1.897, 0.330, 0.561], [0.015, 1.376, -1.540], [-1.385, -1.744, 0.990], [-2.700, 0.691, 1.228], [2.035, -1.036, -0.815], [-0.112, -1.127, -1.590], [-1.325, 2.426, -0.037], [1.208, 2.124, 0.627], [2.003, 1.209, -0.819], [1.424, -1.997, 0.377], [-2.194, -1.483, -0.727], [1.598, -0.253, 1.877]], "homo_lumo_gap_ev": 9.73, "e_homo_ev": -19.22, "mol_weight_g_mol": 113.2, "multiplicity": 1, "charge": 2}

***

Run Q
{"formula": "C5H11N3", "method": "ωB97M-V with the def2-TZVPD basis set", "species": ["N", "N", "N", "C", "C", "C", "C", "C", "H", "H", "H", "H", "H", "H", "H", "H", "H", "H", "H"], "xyz": [[1.196, -1.277, 1.278], [-0.628, -0.208, 0.205], [-0.975, -1.181, 1.186], [-1.086, -0.711, -1.235], [0.785, -0.059, 0.299], [-1.274, 1.077, 0.600], [1.694, 0.589, -0.504], [-0.014, -1.751, 1.751], [1.505, 1.644, -0.623], [-2.210, -0.689, -1.260], [-0.622, -0.143, -1.996], [-2.246, 0.754, 1.012], [1.945, -1.279, 1.860], [2.703, 0.300, -0.252], [-0.743, 1.606, 1.405], [-0.623, -1.826, -1.316], [-0.220, -2.459, 2.461], [-1.424, 1.700, -0.361], [1.421, 0.466, -1.661]], "smiles": "CC1=[NH+]C=N[N+]1(C)C", "homo_lumo_gap_ev": 8.82, "e_homo_ev": -20.46, "mol_weight_g_mol": 113.2, "multiplicity": 1, "charge": 2}

***

Verdict on stability: run Q comes out at the bottom.